DFT (the ωB97M-V functional and the def2-TZVPD basis) results for a structure of composition C25H56CrF7N5O9S2 in a non-equilibrium geometry.

Each line ends with the Mulliken charge.
Cartesian coordinates (Å):
Cr1 -21.349 -3.696 26.934  0.3397
F1 -21.223 -1.839 27.697  -0.2536
C1 -21.605 -4.777 22.867  0.5991
F2 -21.347 -4.436 21.616  -0.2010
F3 -22.878 -4.494 23.096  -0.2080
F4 -21.426 -6.056 23.084  -0.2003
S1 -20.273 -3.788 23.872  1.0993
O1 -19.460 -4.814 24.490  -0.8136
O2 -19.547 -2.947 22.960  -0.5718
N1 -21.153 -2.905 25.119  -0.3003
S2 -21.773 -1.577 24.331  0.6433
O3 -22.111 -1.775 22.948  -0.5578
O4 -22.883 -1.088 25.104  -0.5663
C2 -20.517 -0.177 24.506  0.4502
F5 -20.102 -0.091 25.763  -0.1446
F6 -19.511 -0.338 23.681  -0.2188
F7 -21.143 0.940 24.179  -0.1740
C3 -22.523 2.695 26.759  -1.9690
C4 -23.065 2.808 28.158  1.4789
C5 -24.593 2.963 28.031  -1.1830
C6 -25.440 2.756 29.292  -0.9263
C7 -24.965 1.558 30.085  -1.0447
C8 -23.428 1.317 30.218  1.7573
N2 -22.755 1.636 28.948  1.0064
O5 -21.414 1.271 28.905  -0.6192
C9 -22.950 2.147 31.440  -2.0549
C10 -23.292 -0.171 30.588  -2.0527
C11 -22.511 4.081 28.808  -1.6696
H1 -22.927 3.465 26.102  0.4185
H2 -22.808 1.785 26.218  0.1654
H3 -21.442 2.595 26.859  0.4388
H4 -24.733 4.000 27.714  0.4831
H5 -25.062 2.357 27.252  0.3597
H6 -26.518 2.768 29.104  0.4468
H7 -25.480 3.674 29.895  0.3862
H8 -25.448 0.713 29.582  0.2929
H9 -25.465 1.690 31.048  0.3960
H10 -23.471 3.108 31.490  0.4374
H11 -23.168 1.783 32.448  0.4105
H12 -21.884 2.379 31.426  0.3396
H13 -23.614 -0.782 29.746  0.2040
H14 -22.269 -0.406 30.891  0.4730
H15 -23.846 -0.190 31.528  0.5233
H16 -21.453 4.078 29.091  0.3157
H17 -22.837 4.190 29.848  0.3522
H18 -22.743 5.012 28.294  0.4120
H19 -21.395 0.370 28.562  0.2349
C12 -18.744 -4.100 31.351  -0.9416
O6 -18.974 -4.581 30.030  -0.2727
C13 -17.910 -4.787 29.140  -0.9972
C14 -18.437 -5.031 27.719  -0.6327
N3 -19.226 -3.935 27.053  1.0389
C15 -18.490 -2.614 26.963  -0.1169
C16 -17.108 -2.579 26.320  -0.8696
O7 -17.073 -3.609 25.330  -0.2979
C17 -15.794 -3.707 24.693  -0.8869
H20 -18.258 -3.118 31.371  0.3293
H21 -17.978 -4.719 31.824  0.3437
H22 -19.679 -3.999 31.894  0.2851
H23 -17.283 -5.645 29.398  0.4394
H24 -17.245 -3.919 29.156  0.4374
H25 -18.965 -5.977 27.597  0.5050
H26 -17.535 -5.138 27.109  0.3971
H27 -18.849 -4.202 26.128  -0.2101
H28 -18.312 -2.336 28.006  0.6529
H29 -19.149 -1.838 26.598  -0.4134
H30 -16.318 -2.834 27.032  0.3968
H31 -16.971 -1.644 25.775  0.4945
H32 -15.302 -2.741 24.600  0.3356
H33 -15.905 -4.226 23.744  0.2518
H34 -15.267 -4.427 25.329  0.3142
C18 -25.018 -4.985 25.876  -1.4707
C19 -24.481 -3.552 25.782  1.3219
C20 -25.562 -2.502 25.803  -1.2567
O8 -26.310 -2.573 27.054  -0.0597
C21 -27.542 -1.970 26.993  -1.0607
N4 -23.522 -3.347 26.924  1.3993
H35 -25.716 -5.160 25.056  0.5454
H36 -25.504 -5.170 26.832  0.1999
H37 -24.193 -5.660 25.636  0.2966
H38 -24.013 -3.499 24.799  -0.4746
H39 -26.263 -2.807 25.021  0.5887
H40 -25.247 -1.477 25.613  0.3840
H41 -28.251 -2.366 27.730  0.3626
H42 -28.176 -2.208 26.121  0.3493
H43 -27.636 -0.879 27.033  0.3624
H44 -23.609 -2.356 27.154  -0.1161
H45 -24.094 -3.816 27.630  -0.3726
C22 -21.697 -6.822 29.526  -1.6095
C23 -22.571 -5.667 29.118  1.3583
C24 -23.783 -5.375 30.030  -1.4135
O9 -24.598 -4.461 29.294  -0.0748
C25 -25.846 -4.237 29.973  -0.9946
N5 -21.700 -4.415 28.887  0.5733
H46 -22.348 -7.691 29.685  0.5498
H47 -21.274 -6.723 30.525  0.3658
H48 -21.145 -7.155 28.649  0.3315
H49 -22.971 -5.885 28.122  -0.2943
H50 -23.505 -4.896 30.978  0.4126
H51 -24.371 -6.240 30.348  0.5392
H52 -25.765 -4.115 31.057  0.3540
H53 -26.342 -5.199 29.806  0.3793
H54 -26.403 -3.387 29.597  0.1199
H55 -22.229 -3.850 29.555  0.1684
H56 -20.922 -4.695 29.486  -0.0815

Cartesian forces (eV/Å) of the 6 atoms listed first:
Cr -0.39 3.82 2.41
F -0.22 -2.76 -0.87
C 0.17 1.19 -0.76
F 0.14 -0.53 -0.01
F 0.00 0.17 0.67
F 0.29 -0.38 0.03

Calculated values
Max |F| = 4.5 eV/Å
Spin multiplicity = 4
Calculated total energy = -121814.736 eV
Total charge = +1
Orbital gap (alpha / beta) = 4.52 / 5.67 eV
Energy relative to the best compared isomer or geometry (same formula, charge and spin) = 54.6 kcal/mol